ORCA calculation (ωB97M-V with the def2-TZVPD basis set) on C5H12N2O in the gas phase at a distorted geometry.

Calculated values
- SMILES = CNC(=O)[C@H](C)NC
- E (eV) = -10407.323
- HOMO (eV) = -8.74
- E_LUMO (eV) = 0.90

Structure (ORCA input):
```
! wB97M-V def2-TZVPD RIJCOSX def2/J DEFGRID3
* xyz 0 1
C 0.621 2.065 -1.614
N -0.386 2.108 -0.580
C -0.875 1.052 0.111
O -1.828 1.154 0.863
C -0.159 -0.297 -0.006
C -1.199 -1.362 -0.284
N 0.538 -0.451 1.268
C 1.197 -1.716 1.494
H 1.644 2.204 -1.226
H 0.460 2.889 -2.299
H 0.595 1.144 -2.187
H -0.840 2.996 -0.445
H 0.591 -0.331 -0.783
H -1.852 -1.132 -1.114
H -1.854 -1.538 0.578
H -0.771 -2.344 -0.526
H -0.055 -0.210 2.048
H 0.588 -2.623 1.315
H 2.083 -1.825 0.854
H 1.503 -1.784 2.533
*
```

=====

ORCA calculation (ωB97M-V with the def2-TZVPD basis set) on a molecular structure, C17H43Br2F3N6O5P2S at a distorted geometry.

Calculated values
- E (eV) = -215150.913
- HOMO (eV) = -7.93
- E_LUMO (eV) = -0.09

Structure (ORCA input):
```
! wB97M-V def2-TZVPD RIJCOSX def2/J DEFGRID3
* xyz 0 1
C 0.445 0.797 -2.757
O -0.973 0.606 -2.509
S -1.843 0.651 -3.913
O -3.036 1.349 -3.562
O -2.368 -0.884 -4.164
C -1.280 -1.787 -4.461
C -1.536 -2.403 -5.843
C -0.673 -3.614 -6.188
F -1.170 -4.144 -7.345
Br -0.881 -4.980 -4.825
C 0.827 -3.271 -6.500
F 1.006 -2.990 -7.774
F 1.301 -2.298 -5.731
Br 1.998 -4.834 -6.149
H 0.856 1.566 -2.105
H 0.930 -0.177 -2.618
H 0.575 1.040 -3.820
H -0.329 -1.247 -4.379
H -1.277 -2.550 -3.675
H -1.497 -1.619 -6.611
H -2.574 -2.756 -5.842
O 2.677 2.729 0.582
P 2.691 3.620 1.806
N 1.562 2.738 2.752
C 0.282 3.191 3.251
C 1.872 1.346 3.047
N 1.969 4.996 1.068
C 0.845 5.749 1.590
C 1.953 5.042 -0.390
N 3.133 4.643 3.164
C 4.258 5.551 2.811
C 3.538 3.964 4.409
H 0.348 4.166 3.740
H -0.108 2.518 4.017
H -0.468 3.240 2.453
H 2.576 1.265 3.888
H 2.327 0.847 2.188
H 0.981 0.773 3.305
H -0.110 5.248 1.394
H 0.797 6.736 1.120
H 0.936 5.948 2.656
H 1.154 4.418 -0.808
H 2.903 4.713 -0.803
H 1.805 6.068 -0.739
H 5.174 4.992 2.600
H 4.454 6.248 3.626
H 4.020 6.150 1.935
H 4.325 3.225 4.239
H 2.693 3.472 4.888
H 3.903 4.694 5.133
O -1.768 -3.196 -1.187
P -2.077 -3.187 0.294
N -1.859 -1.509 0.567
C -0.893 -0.871 1.434
C -2.690 -0.588 -0.202
N -0.707 -4.102 0.792
C 0.214 -3.743 1.853
C 0.001 -4.860 -0.234
N -2.760 -3.433 1.895
C -3.243 -4.829 2.067
C -3.887 -2.564 2.280
H -0.872 -1.316 2.433
H -1.140 0.180 1.599
H 0.116 -0.902 1.007
H -3.691 -0.489 0.243
H -2.821 -0.930 -1.231
H -2.254 0.408 -0.260
H 0.940 -2.989 1.527
H 0.780 -4.621 2.179
H -0.297 -3.388 2.746
H 0.663 -4.220 -0.830
H -0.697 -5.357 -0.904
H 0.605 -5.650 0.221
H -4.077 -5.051 1.393
H -3.570 -4.994 3.094
H -2.451 -5.548 1.869
H -4.689 -2.574 1.537
H -3.564 -1.536 2.432
H -4.301 -2.888 3.235
*
```

=====

ORCA calculation (ωB97M-V with the def2-TZVPD basis set) on 2 unconnected molecules or ions with the total composition C10H14S2 at a distorted geometry.

Calculated values
- E (eV) = -32262.666
- HOMO (spin up / spin down) (eV) = -7.66 / -6.87
- E_LUMO (spin up / spin down) (eV) = -0.39 / 0.11

Structure (ORCA input):
```
! wB97M-V def2-TZVPD RIJCOSX def2/J DEFGRID3
* xyz 0 1
C 3.138 -1.388 0.530
C 2.522 -0.743 1.610
C 2.399 -1.642 -0.622
C 1.161 -0.277 1.567
C 1.060 -1.413 -0.592
C 0.408 -0.641 0.409
C -1.762 0.294 1.230
C -3.249 0.066 -1.608
C 0.269 2.200 -1.172
C -0.954 -0.241 0.096
S 0.920 2.859 0.245
S -1.797 -1.003 -1.280
H 4.107 -1.730 0.516
H 2.868 -0.545 2.601
H 2.953 -2.155 -1.301
H 0.627 0.034 2.375
H 0.338 -1.720 -1.384
H -1.193 0.394 2.110
H -2.562 -0.301 1.349
H -1.989 1.262 0.978
H -3.288 0.269 -2.708
H -3.132 1.020 -0.912
H -4.112 -0.401 -1.368
H -0.588 2.530 -1.609
H 0.710 1.566 -1.967
H 1.145 1.705 0.908
*
```

=====

E of number 2 (C17H43Br2F3N6O5P2S)? -215150.913 eV